Formula: C6H7NO3
Source: OMol25
Level of theory: ωB97M-V/def2-TZVPD

## Properties
Energy   -13965.2627 eV
Energy relative to the best compared isomer or geometry (same formula, charge and spin)   260.4 kJ/mol
HOMO-LUMO gap   10.608 eV
SMILES   [H]/N=C(/O)[C@@H]1OC2(CC2)C1=O
Lowest unoccupied orbital energy   0.0215 Ha

```
17
Properties=species:S:1:pos:R:3:forces:R:3
O -0.58944 -3.09979 0.64757 2.1 -2.1 -0.4
C 1.01907 1.66700 -0.82528 0.2 -0.2 -0.2
C -0.86201 -2.07328 -0.14472 3.2 0.4 -1.5
H 2.08624 1.47179 -0.71220 -0.3 0.1 0.0
O -1.13001 0.34513 -0.28098 -0.2 0.3 -0.1
H 0.85171 2.78924 1.11300 -0.1 -0.1 -0.3
H 0.16262 -3.56347 0.04738 -2.7 0.8 2.1
C 0.38500 -0.14478 1.06907 0.6 -0.4 0.5
H -1.71054 -0.83538 1.39069 0.2 0.2 -0.1
H -0.56030 -1.35321 -1.86855 0.1 0.0 0.0
H -0.55374 3.04865 -0.06019 0.3 -0.2 0.1
H 0.65714 1.75632 -1.85024 0.1 0.0 0.3
C 0.29654 2.43644 0.24293 -0.2 0.2 0.3
N -0.43716 -2.21876 -1.34442 -1.4 1.0 0.0
C 0.09505 0.96221 0.11862 0.2 0.2 -0.1
C -0.94795 -0.76424 0.59973 -1.5 -0.5 0.1
O 1.23776 -0.42388 1.85762 -0.5 0.2 -0.5
```
Positions in Å, forces in eV/Å.